{
  "formula": "C6H13N",
  "method": "ωB97M-V/def2-TZVPD",
  "lumo_energy_ev": 1.02,
  "e_tot_ha": -291.12235,
  "smiles": "C=C(C)N.C=CC",
  "gap_ev": 9.2,
  "multiplicity": 1,
  "e_above_lowest_kcal_mol": 22.8,
  "e_homo_ev": -8.2045,
  "largest_force_ev_per_a": 0.37,
  "total_charge": 0,
  "symbols": ["C", "C", "C", "N", "H", "H", "H", "H", "H", "H", "H", "C", "C", "C", "H", "H", "H", "H", "H", "H"],
  "positions_angstrom": [[-0.882, -2.634, -1.337], [-0.762, -1.836, -0.280], [-0.192, -2.307, 1.025], [-1.212, -0.505, -0.253], [-1.301, -2.274, -2.267], [-0.586, -3.669, -1.292], [-0.947, -2.277, 1.817], [0.647, -1.681, 1.322], [0.187, -3.326, 0.938], [-0.593, 0.065, 0.308], [-1.289, -0.116, -1.185], [1.598, 1.534, 0.999], [1.281, 2.195, -0.104], [0.261, 3.292, -0.169], [2.337, 0.745, 0.991], [1.099, 1.706, 1.947], [1.789, 1.895, -1.015], [-0.620, 2.963, -0.724], [-0.054, 3.579, 0.831], [0.655, 4.164, -0.687]],
  "mulliken_charge": [-1.0304, 0.8797, -1.1242, -0.5519, 0.2487, 0.2585, 0.2681, 0.2452, 0.3325, 0.2239, 0.2569, -0.9251, 0.1747, -0.9919, 0.2986, 0.2667, 0.3041, 0.2357, 0.2909, 0.3394]
}

---

{
  "formula": "C30H52N6ORhSSeSi4",
  "method": "ωB97M-V/def2-TZVPD",
  "lumo_energy_ev": [-2.91, -5.59],
  "e_tot_ha": -5646.00970,
  "gap_ev": [5.1, 4.3],
  "multiplicity": 5,
  "e_above_lowest_kcal_mol": 37.5,
  "e_homo_ev": [-8.0148, -9.9023],
  "largest_force_ev_per_a": 2.28,
  "total_charge": 1,
  "symbols": ["Rh", "N", "C", "N", "C", "N", "N", "C", "C", "C", "C", "C", "C", "N", "C", "C", "C", "C", "C", "C", "H", "H", "H", "H", "H", "H", "H", "H", "H", "H", "H", "Se", "C", "N", "C", "C", "C", "S", "O", "C", "C", "C", "H", "H", "H", "H", "H", "H", "H", "H", "H", "H", "H", "H", "H", "H", "C", "Si", "C", "C", "Si", "Si", "C", "C", "C", "Si", "C", "C", "C", "H", "H", "H", "H", "H", "H", "H", "H", "H", "H", "H", "H", "H", "H", "H", "H", "H", "H", "H", "H", "H", "H", "H", "H", "H", "H", "H"],
  "positions_angstrom": [[-0.315, 0.684, -0.041], [4.308, -0.021, 0.727], [3.157, 0.207, 0.060], [1.982, 0.076, 0.569], [1.843, -0.295, 1.899], [0.665, -0.398, 2.448], [-0.407, -0.024, 1.795], [-1.554, 0.000, 2.479], [-2.699, 0.560, 1.892], [-3.958, 0.612, 2.540], [-5.020, 1.202, 1.911], [-4.840, 1.752, 0.637], [-3.588, 1.678, 0.060], [-2.547, 1.101, 0.646], [3.029, -0.530, 2.691], [2.984, -0.872, 4.042], [4.157, -1.047, 4.752], [5.387, -0.881, 4.135], [5.456, -0.535, 2.795], [4.284, -0.363, 2.078], [5.203, 0.094, 0.276], [3.251, 0.499, -0.974], [-1.545, -0.314, 3.515], [-4.057, 0.189, 3.528], [-5.985, 1.254, 2.391], [-5.651, 2.237, 0.121], [-3.416, 2.110, -0.917], [2.021, -0.978, 4.511], [4.111, -1.314, 5.795], [6.294, -1.020, 4.700], [6.414, -0.390, 2.319], [-0.837, 2.643, -4.382], [-0.558, 1.963, -2.823], [-0.330, 1.499, -1.764], [2.936, 3.456, -1.500], [2.485, 4.696, -0.740], [2.164, 4.376, 0.707], [0.821, 3.109, 0.913], [1.265, 2.359, 2.097], [-0.497, 4.219, 1.560], [-0.935, 5.283, 0.572], [-1.293, 4.688, -0.784], [3.152, 3.701, -2.537], [2.152, 2.700, -1.481], [3.831, 3.042, -1.041], [1.615, 5.129, -1.232], [3.275, 5.450, -0.761], [1.870, 5.259, 1.265], [3.012, 3.912, 1.207], [-0.111, 4.638, 2.486], [-1.322, 3.545, 1.797], [-0.156, 6.036, 0.450], [-1.811, 5.791, 0.982], [-0.417, 4.289, -1.289], [-1.736, 5.442, -1.428], [-2.004, 3.875, -0.664], [-3.502, -0.168, -2.868], [-3.056, -1.735, -1.869], [-3.181, -3.214, -3.076], [-4.350, -1.991, -0.482], [-0.711, -1.409, -1.041], [1.150, -2.075, -2.554], [1.832, -0.487, -3.370], [0.510, -3.212, -3.951], [2.587, -2.972, -1.652], [-0.641, -3.602, 0.698], [-2.091, -3.344, 1.895], [-0.816, -5.076, -0.492], [1.010, -3.638, 1.630], [-4.501, 0.185, -2.632], [-3.468, -0.355, -3.937], [-2.814, 0.646, -2.663], [-4.219, -3.371, -3.359], [-2.818, -4.146, -2.658], [-2.625, -3.025, -3.987], [-5.336, -1.684, -0.823], [-4.123, -1.408, 0.405], [-4.430, -3.033, -0.188], [1.216, -0.183, -4.211], [2.844, -0.619, -3.743], [1.839, 0.342, -2.668], [-0.195, -2.688, -4.587], [0.019, -4.105, -3.578], [1.332, -3.537, -4.583], [2.848, -2.482, -0.720], [3.478, -2.988, -2.275], [2.339, -4.006, -1.431], [-3.046, -3.612, 1.457], [-2.152, -2.306, 2.215], [-1.960, -3.952, 2.789], [-1.812, -5.141, -0.917], [-0.631, -6.004, 0.043], [-0.104, -5.025, -1.309], [1.243, -2.670, 2.057], [1.836, -3.935, 0.995], [0.961, -4.345, 2.454]],
  "mulliken_charge": [-0.1141, 0.0644, -1.5857, 1.8008, -0.2662, -1.3476, 2.2880, -2.1086, 1.0066, -1.0235, -0.6209, -1.1807, -0.8022, 1.3605, 0.8607, -0.6634, -0.9622, -0.6330, -0.9026, 0.0512, 0.3060, 0.4940, 0.3470, 0.5245, 0.4423, 0.4905, 0.5799, 0.5356, 0.4606, 0.4358, 0.4656, -0.0242, 0.4009, -1.0343, -0.5287, -0.4341, -1.2168, 1.2970, -0.7369, -1.1707, -0.5104, -0.2444, 0.4738, -0.2585, 0.2720, 0.1642, 0.4196, 0.4732, 0.5696, 0.4789, 0.1803, 0.2194, 0.4460, -0.0617, 0.4668, -0.2287, -0.7363, 0.9665, -1.1719, -1.0412, -0.0958, 0.8479, -0.3126, -1.2456, -0.9148, -0.0135, -0.7962, -1.0125, -0.4170, 0.4356, 0.4290, -0.2986, 0.3905, 0.2308, 0.3361, 0.4519, 0.1332, 0.4229, 0.3487, 0.4816, -0.5925, 0.3114, 0.3443, 0.4043, 0.0469, 0.4746, 0.3749, 0.3298, 0.0453, 0.5166, 0.2616, 0.4513, 0.1980, -0.1968, 0.3243, 0.5718]
}

---

{
  "formula": "C4H8O2",
  "method": "ωB97M-V/def2-TZVPD",
  "lumo_energy_ev": -0.17,
  "e_tot_ha": -307.45764,
  "gap_ev": 6.2,
  "multiplicity": 1,
  "e_above_lowest_kcal_mol": 159.9,
  "e_homo_ev": -6.3895,
  "largest_force_ev_per_a": 0.92,
  "total_charge": 0,
  "symbols": ["O", "C", "C", "C", "O", "C", "H", "H", "H", "H", "H", "H", "H", "H"],
  "positions_angstrom": [[-1.265, -1.840, 0.454], [-0.558, -0.776, 0.288], [0.849, -0.694, 0.023], [0.632, 0.791, -0.366], [0.883, 1.181, -1.691], [-0.888, 0.626, -0.107], [-2.211, -1.679, 0.312], [0.195, -0.138, 2.327], [1.305, -1.454, -0.608], [0.935, -0.578, 1.274], [1.092, 1.467, 0.365], [1.841, 1.231, -1.799], [-1.416, 0.581, -1.072], [-1.395, 1.284, 0.601]],
  "mulliken_charge": [-0.2677, -0.3528, -0.2583, 0.1829, -0.5131, -0.7772, 0.3616, 0.2758, 0.4342, -0.4738, 0.3989, 0.3165, 0.3541, 0.3188]
}

---

{
  "formula": "C2H2N2O",
  "method": "ωB97M-V/def2-TZVPD",
  "lumo_energy_ev": [-1.23, -1.05],
  "e_tot_ha": -261.88779,
  "gap_ev": [8.0, 8.0],
  "multiplicity": 1,
  "e_above_lowest_kcal_mol": 173.3,
  "e_homo_ev": [-9.1928, -9.0922],
  "largest_force_ev_per_a": 3.37,
  "total_charge": 0,
  "symbols": ["C", "C", "N", "N", "O", "H", "H"],
  "positions_angstrom": [[-1.078, -0.832, -0.016], [-0.047, 0.036, -0.083], [-2.046, -1.470, 0.057], [1.220, 0.093, -0.020], [-1.546, 1.923, 0.039], [1.801, -0.739, 0.094], [1.695, 0.990, -0.070]],
  "mulliken_charge": [0.4192, -0.0328, -0.3529, -0.2835, -0.2870, 0.2573, 0.2797]
}

---

{
  "formula": "C2H12O5",
  "method": "ωB97M-V/def2-TZVPD",
  "lumo_energy_ev": 0.30,
  "e_tot_ha": -459.52804,
  "smiles": "C=CO.O.O.O.O",
  "gap_ev": 8.9,
  "multiplicity": 1,
  "e_above_lowest_kcal_mol": 41.2,
  "e_homo_ev": -8.5559,
  "largest_force_ev_per_a": 4.99,
  "total_charge": 0,
  "symbols": ["C", "C", "O", "H", "H", "H", "H", "O", "H", "H", "O", "H", "H", "O", "H", "H", "O", "H", "H"],
  "positions_angstrom": [[-1.648, 1.233, 2.811], [-0.579, 0.995, 2.012], [0.168, -0.129, 1.764], [-2.076, 2.227, 2.866], [-2.002, 0.473, 3.534], [-0.051, 1.931, 1.851], [-0.346, -0.957, 1.737], [-1.795, -2.024, -0.441], [-1.150, -2.637, -0.729], [-1.690, -1.245, -0.856], [1.912, -2.483, -1.498], [1.708, -2.228, -2.395], [2.297, -3.325, -1.835], [-0.658, 1.326, -2.202], [-1.103, 2.097, -2.595], [0.012, 1.706, -1.571], [2.058, 1.147, -0.582], [2.499, 1.651, -1.234], [2.444, 0.242, -0.637]],
  "mulliken_charge": [-0.6866, 0.0563, -0.4657, 0.2465, 0.2003, 0.3106, 0.3382, -0.6209, 0.3095, 0.2992, -0.6147, 0.3156, 0.3025, -0.6282, 0.3025, 0.3278, -0.5917, 0.2906, 0.3085]
}

---

{
  "formula": "H4O2Si2",
  "method": "ωB97M-V/def2-TZVPD",
  "lumo_energy_ev": -0.61,
  "e_tot_ha": -731.83049,
  "smiles": "O=[SiH2].O=[SiH2]",
  "gap_ev": 9.6,
  "multiplicity": 1,
  "e_above_lowest_kcal_mol": 96.1,
  "e_homo_ev": -10.2309,
  "largest_force_ev_per_a": 2.63,
  "total_charge": 0,
  "symbols": ["O", "Si", "H", "H", "O", "Si", "H", "H"],
  "positions_angstrom": [[0.839, 1.025, -0.105], [1.486, -0.343, -0.041], [1.368, -1.389, -0.996], [2.311, -0.889, 1.167], [-1.062, -1.149, -0.111], [-1.606, 0.289, -0.023], [-2.006, 0.666, 1.427], [-2.179, 0.922, -1.279]],
  "mulliken_charge": [-0.4786, 0.6200, -0.0419, -0.0511, -0.5274, 0.5567, -0.0382, -0.0395]
}